Entry from OMol25: C6H11NO in the gas phase (ωB97M-V/def2-TZVPD).

```
19
Properties=species:S:1:pos:R:3:forces:R:3
C 0.4044 -3.0604 -2.2512 0.96 -1.21 -0.74
N -0.2094 -2.8999 -1.1497 0.75 0.51 -0.67
C -0.2696 -1.6577 -0.4623 0.03 -0.30 -0.72
C 0.6625 -1.0921 0.3229 -3.13 -0.17 -0.10
C 0.0925 0.1094 1.0402 -0.50 -0.81 -0.50
C 0.1341 1.3617 0.1868 -1.38 2.11 2.87
C 0.0548 2.5266 1.2698 -2.64 -1.75 -0.83
O -0.6866 3.5799 0.7675 -4.17 0.90 -3.16
H 0.9873 -2.2512 -2.8927 -1.25 -1.36 1.48
H 0.4864 -4.1843 -2.6358 -0.30 2.55 0.56
H -1.2725 -1.1652 -0.5492 0.95 -0.54 0.10
H 1.5699 -1.5300 0.6361 0.97 -0.42 -0.13
H -0.9002 -0.0843 1.5376 0.27 0.08 -1.42
H 0.5553 0.2712 1.9662 1.79 0.49 1.10
H -0.7927 1.6022 -0.3762 0.56 -0.95 -0.11
H 0.9824 1.5057 -0.4550 0.46 -0.30 -0.22
H 0.9504 2.8838 1.6462 2.20 0.90 0.05
H -0.4707 2.2493 2.2041 0.11 -0.94 -0.35
H -1.6092 3.2382 0.1909 4.30 1.22 2.80
```
Forces are in eV/Å.

- energy relative to the best compared isomer or geometry (same formula, charge and spin) (kcal/mol) = 96.5
- HOMO energy (eV) = -8.7374
- lowest unoccupied orbital energy (eV) = 0.813
- total charge = 0
- orbital gap (eV) = 9.6
- SMILES string = C=N/C=C/CCCO